[1]
DFT (ωB97M-V/def2-TZVPD) results for an isolated ion of composition C7H7F9N5O2S2 and charge +1 at a distorted geometry.

XYZ file:
```
32
Properties=species:S:1:pos:R:3:forces:R:3:mulliken_charge:R:1
N -1.238651 4.124439 -2.181863 0.048 -0.172 -0.279 -0.59
C -1.380518 2.703481 -2.490645 0.521 0.250 0.784 -0.20
C -0.066459 2.064452 -2.984546 -0.663 0.305 -0.469 -0.83
N 0.359242 0.927499 -2.173549 0.171 -0.750 0.008 0.84
N 0.285556 -0.324671 -2.540113 -0.271 0.860 -0.709 -0.80
N 0.717923 -1.072476 -1.579029 0.360 -0.449 0.826 -0.01
C 1.092410 -0.280140 -0.574736 -0.556 -0.418 -0.693 0.33
S 1.807525 -0.832885 0.998031 2.219 -0.149 0.480 1.16
O 2.809858 0.136660 1.291768 -0.595 0.528 -0.128 -0.56
O 2.223940 -2.184170 0.930714 -0.922 -0.144 -0.402 -0.53
C 0.392383 -0.551732 2.202294 0.231 0.230 0.343 0.48
F 0.879070 0.331499 3.071204 -0.008 -0.137 -0.103 -0.24
F -0.600954 0.040129 1.516876 -0.106 -0.131 -0.127 -0.28
C -0.083509 -1.796980 3.013863 -0.340 0.332 0.261 0.59
F 0.983877 -2.447777 3.491520 -0.103 0.120 -0.322 -0.23
F -0.757775 -1.282495 4.060199 -0.040 0.029 -0.172 -0.29
C -1.074402 -2.763601 2.312516 0.243 -0.816 0.236 0.76
F -1.488993 -3.603627 3.270376 0.059 -0.026 0.097 -0.27
F -2.134585 -2.098021 1.846402 -0.020 0.354 -0.093 -0.26
C -0.517244 -3.645863 1.167582 -0.509 -0.871 0.109 0.49
F -1.486690 -4.513499 0.836916 0.573 0.411 0.019 -0.25
F -0.255438 -2.884605 0.094240 0.051 -0.155 0.211 -0.19
F 0.562471 -4.327747 1.551967 -0.511 0.450 -0.366 -0.21
N 0.871234 0.984623 -0.944719 0.627 0.720 0.595 -0.07
S 1.172055 2.431026 -0.034531 -0.408 0.236 0.037 -0.02
H -1.626882 4.338665 -1.278910 -0.199 0.141 0.103 0.27
H -0.276772 4.420614 -2.165875 0.130 0.138 -0.062 0.23
H -2.147840 2.544082 -3.234424 -0.186 -0.037 -0.215 0.35
H -1.672055 2.177194 -1.584360 -0.282 -0.304 0.035 0.26
H 0.737655 2.782694 -3.058260 0.326 0.110 0.197 0.52
H -0.201965 1.665048 -3.978735 0.095 -0.365 -0.171 0.28
H 2.115530 2.938186 -0.852174 0.066 -0.289 -0.033 0.26
```
Forces are in eV/Å.

Kohn-Sham gap: 0.29054 Ha
charge: +1
SMILES: NCCn1nnc(S(=O)(=O)C(F)(F)C(F)(F)C(F)(F)C(F)(F)F)[n+]1S
E_HOMO: -13.36 eV

[2]
DFT (ωB97M-V/def2-TZVPD) results for C23H49N3P4SeTi as an isolated structure at a distorted geometry.

XYZ file:
```
81
Properties=species:S:1:pos:R:3:forces:R:3:mulliken_charge:R:1
Ti 0.024932 -0.092017 -0.081147 1.561 -0.180 -0.925 -2.69
P -2.554627 -0.223103 -0.404559 -0.950 -0.094 0.135 0.89
P 0.120686 -2.583270 -0.097268 0.313 -2.104 0.166 1.42
P -0.043939 2.392687 -0.187902 0.198 2.219 0.236 1.32
H 2.105277 -1.019173 -1.837108 0.147 0.101 0.335 0.49
C 2.023929 -0.091865 -1.260406 -0.552 0.135 0.783 -1.20
C 2.353574 -0.048139 0.126253 -0.330 -0.171 -0.127 -0.77
H 2.756883 -0.937292 0.624798 -0.264 0.335 -0.230 0.44
C -3.131408 -0.300459 -2.138357 0.205 0.007 0.009 -1.35
C -3.450838 -1.656746 0.307465 0.100 0.144 0.023 -1.25
C -3.574112 1.163580 0.219494 0.072 -0.077 0.038 -1.13
C 1.818831 -3.293824 -0.023839 0.020 0.344 -0.027 -1.45
C -0.703890 -3.661701 1.144880 -0.256 0.157 0.092 -1.20
C -0.519094 -3.235857 -1.685066 -0.038 0.042 -0.065 -1.09
C 1.618298 3.184825 -0.144195 -0.005 -0.316 -0.098 -1.44
C -0.920325 3.493134 0.997680 -0.142 -0.136 0.041 -1.21
C -0.720495 2.974070 -1.781222 0.003 -0.107 -0.193 -0.75
H 2.161305 0.798056 -1.887590 -0.021 -0.178 0.348 0.57
H 2.753491 0.879633 0.551110 -0.306 -0.323 -0.187 0.55
H -4.223357 -0.410865 -2.086859 0.266 0.033 -0.290 0.58
H -2.687377 -1.162122 -2.655290 -0.238 0.185 0.063 0.35
H -2.870119 0.621945 -2.676114 -0.188 -0.234 0.101 0.35
H -4.521485 -1.499107 0.113514 0.257 -0.146 0.091 0.58
H -3.282941 -1.697778 1.393552 -0.105 -0.105 -0.328 0.27
H -3.127765 -2.590495 -0.172841 -0.179 0.254 0.253 0.41
H -4.614852 0.922313 -0.040386 0.219 0.224 0.116 0.61
H -3.281826 2.103318 -0.268627 -0.205 -0.254 0.223 0.33
H -3.483315 1.246842 1.312335 -0.069 0.082 -0.401 0.30
H 1.800450 -4.352042 -0.317298 -0.074 0.270 0.120 0.51
H 2.173515 -3.207873 1.012338 -0.018 -0.082 -0.283 0.31
H 2.509538 -2.746841 -0.676949 -0.133 -0.258 0.163 0.40
H -0.784585 -4.686479 0.748160 0.084 0.358 0.096 0.53
H -1.711326 -3.291862 1.381635 0.379 -0.244 -0.037 0.21
H -0.111004 -3.681971 2.071344 -0.190 -0.048 -0.421 0.49
H -0.160975 -4.271499 -1.767012 -0.226 0.246 -0.174 0.52
H -0.153235 -2.646053 -2.538512 -0.035 -0.267 0.199 0.23
H -1.617523 -3.220414 -1.697514 0.306 -0.083 -0.026 0.31
H 1.518905 4.237613 -0.436763 0.005 -0.227 0.095 0.52
H 2.306548 2.678544 -0.830889 -0.097 0.230 0.169 0.38
H 2.024410 3.126270 0.873850 -0.073 0.053 -0.284 0.35
H -0.844627 4.526559 0.623521 -0.013 -0.341 0.117 0.59
H -0.442719 3.441717 1.987542 -0.161 0.036 -0.335 0.31
H -1.981053 3.221299 1.088699 0.375 0.176 0.023 0.28
H -0.422609 4.027034 -1.882542 -0.221 -0.260 -0.174 0.52
H -1.815769 2.890330 -1.786300 0.282 0.108 -0.038 0.27
H -0.321697 2.385926 -2.623876 -0.090 0.420 0.305 0.11
C 1.354601 0.073077 -5.191527 -0.783 -0.065 0.909 0.86
C 2.690664 -0.158081 -4.797012 1.022 -0.010 -0.646 0.04
C 3.706083 -0.136506 -5.764627 -0.324 -0.197 1.628 -0.71
C 3.421188 0.101710 -7.107245 -0.286 0.139 -0.681 -0.39
C 2.088641 0.310721 -7.503125 -0.895 0.085 0.244 -0.67
C 1.066027 0.302346 -6.556888 -0.065 0.162 -1.112 -0.66
Se -0.184047 0.090582 -4.020029 1.573 -0.273 -0.664 0.28
H 0.477724 -0.134484 -2.616992 -0.197 0.179 -1.095 0.04
H 2.930684 -0.347202 -3.760973 0.095 0.002 -0.060 0.40
H 4.739406 -0.309141 -5.462861 -0.306 0.036 0.003 0.43
H 4.220029 0.130065 -7.860992 -0.355 -0.050 0.436 0.44
H 1.845123 0.483444 -8.554219 0.085 -0.046 0.386 0.41
H 0.029737 0.473837 -6.867155 0.419 -0.059 0.023 0.36
C 1.246188 -0.210503 5.247811 -0.343 0.166 -0.004 -0.95
N 1.174649 1.109419 4.588220 -0.167 -0.343 -0.042 0.14
C -0.088811 1.761319 4.960013 -0.026 -0.408 0.088 -0.93
N -1.278472 0.945603 4.650191 0.171 -0.340 0.141 0.19
C -1.150205 -0.368204 5.310738 0.410 0.229 0.065 -1.00
N 0.089813 -1.064430 4.932688 -0.124 0.401 -0.345 0.23
C 0.070210 -1.475235 3.544966 0.074 -0.302 0.424 -1.43
P -0.042910 -0.004798 2.382659 0.452 0.124 0.603 2.90
C 1.336836 0.988699 3.137308 -0.060 0.229 0.848 -1.20
C -1.514567 0.797983 3.221328 0.092 0.199 0.262 -0.97
H 1.225867 -0.067295 6.337789 0.304 0.033 -0.358 0.35
H 2.162361 -0.719475 4.924828 -0.118 0.107 0.265 0.39
H -0.166739 2.724642 4.444136 0.006 -0.062 0.209 0.39
H -0.073147 1.898404 6.050475 -0.031 0.204 -0.365 0.32
H -2.010073 -0.988281 5.030917 0.117 0.092 0.258 0.38
H -1.097371 -0.222415 6.400506 -0.307 0.008 -0.382 0.34
H 0.992486 -2.042665 3.363168 -0.209 0.046 -0.268 0.30
H -0.806484 -2.118820 3.409055 0.212 0.067 -0.169 0.38
H 1.362727 2.001322 2.714146 0.020 -0.212 -0.051 0.40
H 2.302523 0.501401 2.947179 -0.247 0.069 -0.185 0.42
H -2.409213 0.174590 3.073980 0.183 0.119 -0.048 0.43
H -1.703208 1.791500 2.799782 -0.007 -0.254 -0.012 0.36
```
Forces are in eV/Å.

multiplicity: 2
Kohn-Sham gap (alpha / beta): 0.22607 / 0.12725 Ha
charge: +3
energy relative to the best compared isomer or geometry (same formula, charge and spin): 0.148 eV
E_HOMO (alpha / beta): -15.46 / -15.47 eV
⟨S²⟩: 0.771

- Among the records above, which one has the highest charge?
  C23H49N3P4SeTi